1.
{
  "formula": "C24H33N5O3",
  "method": "the ωB97M-V functional and the def2-TZVPD basis",
  "homo_ev": -8.61,
  "smiles": "CCC[C@H](C)NC(=O)Cn1c(=O)c2c(ncn2CCC(C)C)n(Cc2ccccc2)c1=O",
  "e_lumo_ev": 0.49,
  "total_energy_ev": -39019.805,
  "symbols": ["C", "C", "H", "C", "C", "O", "C", "C", "H", "H", "C", "H", "H", "C", "H", "N", "C", "H", "C", "H", "C", "C", "C", "C", "H", "H", "H", "C", "C", "H", "H", "N", "H", "H", "H", "H", "H", "C", "C", "O", "H", "H", "H", "H", "H", "H", "H", "H", "N", "C", "H", "O", "C", "C", "C", "H", "H", "N", "N", "H", "H", "C", "C", "H", "H"],
  "positions_angstrom": [[-0.5588, -1.6651, -1.6828], [-2.6831, -0.2196, 1.3426], [2.8562, 1.7082, -3.8003], [-3.3971, 2.0968, 1.1222], [4.3576, -0.1503, 0.8997], [0.4168, -1.5799, 2.5919], [-2.5774, 1.9931, -2.5728], [-0.8409, -3.8322, -0.3889], [1.8357, -4.0726, -1.0650], [0.1477, -0.8940, -1.9797], [-1.6685, 3.2534, -0.2805], [4.8409, -0.0512, 1.8683], [-1.6469, -3.9293, -1.1193], [-2.7740, 2.4133, -0.2143], [-1.3639, -1.1793, -1.1386], [-3.6757, -0.7712, 0.6101], [3.1637, 0.7930, 0.8118], [4.1099, 0.7924, -1.8528], [-1.0249, 3.4626, -1.4876], [1.3714, 1.7112, -2.8445], [2.4136, 0.6717, -0.5230], [0.5986, 0.9336, 3.5967], [0.1405, -2.7384, -0.8475], [3.1562, 1.3002, -1.6990], [-1.3080, 3.7338, 0.6170], [-3.3977, 2.9660, 1.7815], [-2.1134, -4.3971, 1.2662], [-3.2215, 1.7800, -1.3661], [-0.5378, -0.8414, 2.3771], [5.0843, 0.0816, 0.1270], [2.1543, 0.1848, -3.2590], [-2.5755, 1.0687, 1.7543], [-0.1655, 4.1152, -1.5297], [0.5752, -2.2700, 0.0417], [0.2720, 1.7431, 4.2503], [3.3671, 2.3460, -1.4678], [0.8762, -3.8742, -2.5349], [-1.7189, -1.1705, 1.6499], [2.3337, 1.2217, -2.9801], [-1.4221, 2.5721, 2.9857], [3.4887, 1.8294, 0.9515], [4.0324, -1.1818, 0.7768], [-3.9118, -2.7499, -0.0654], [0.9805, 0.0887, 4.1729], [-0.3207, -4.7902, -0.3401], [-0.6331, -3.5259, 1.7413], [1.9417, -0.4472, 2.0225], [-0.9763, 2.9966, -3.5779], [2.2476, 0.5105, 1.9000], [-1.5127, 1.4515, 2.5455], [-0.9770, -2.1063, -2.5859], [1.9923, 2.6442, 2.6019], [-1.4345, -3.5802, 1.0016], [1.6901, 1.4739, 2.6537], [1.2745, -3.3585, -1.6634], [-2.9308, 1.4980, -3.4655], [-4.4025, 1.6909, 1.0077], [-2.1568, -2.3361, 1.0641], [-0.5540, 0.4743, 2.8277], [1.4465, 1.1720, -0.4157], [1.9619, -2.5897, -2.0090], [-1.4785, 2.8332, -2.6352], [-3.3232, -2.0312, 0.4691], [2.2241, -0.3846, -0.7282], [-4.0681, 1.1119, -1.3101]],
  "forces_ev_per_a": [[0.13, -0.04, 0.24], [0.72, -1.26, 0.09], [-0.02, 0.03, -0.15], [-0.01, 0.22, -0.12], [-0.12, 0.29, 0.02], [0.02, -0.15, 0.13], [0.01, -0.03, -0.09], [0.15, 0.23, 0.32], [0.09, -0.11, 0.02], [0.06, 0.12, -0.07], [-0.01, 0.03, 0.01], [0.07, -0.02, 0.07], [-0.03, -0.09, -0.07], [-0.12, 0.05, -0.03], [-0.13, 0.11, 0.04], [-0.29, 0.59, 0.00], [-0.07, 0.04, -0.15], [0.10, 0.06, 0.01], [0.07, 0.02, 0.00], [-0.13, 0.03, -0.02], [0.35, 0.38, 0.08], [0.27, 0.32, 0.21], [-0.04, -0.09, -0.25], [-0.25, -0.20, -0.01], [0.04, 0.07, 0.12], [-0.09, -0.17, -0.08], [0.07, 0.11, 0.07], [-0.06, 0.06, 0.02], [-0.14, -0.17, -0.20], [0.11, -0.04, -0.10], [-0.06, -0.11, -0.06], [-0.15, 0.08, 0.31], [0.08, 0.07, -0.01], [0.00, 0.01, 0.02], [0.11, -0.17, -0.13], [0.09, 0.04, 0.04], [-0.03, -0.09, -0.14], [-0.49, 0.71, -0.15], [0.22, 0.07, 0.12], [0.16, 0.33, 0.02], [-0.04, -0.15, -0.05], [-0.01, -0.16, -0.03], [-0.05, -0.27, -0.11], [-0.07, 0.10, -0.07], [-0.04, -0.08, -0.01], [-0.17, -0.04, -0.06], [-0.08, 0.12, 0.11], [0.04, 0.02, -0.07], [0.32, -0.38, -0.23], [-0.39, -0.04, 0.00], [-0.06, -0.06, -0.14], [0.03, 0.52, 0.03], [0.30, -0.78, -0.30], [-0.31, -0.40, 0.38], [-0.11, 0.15, 0.24], [-0.03, -0.04, -0.08], [0.06, 0.10, 0.05], [-0.31, 0.38, 0.12], [0.16, -0.05, 0.13], [-0.05, -0.04, 0.00], [0.11, 0.07, -0.08], [0.03, -0.01, -0.09], [0.22, -0.08, 0.11], [-0.10, -0.13, -0.01], [-0.08, -0.06, 0.01]]
}



2.
{
  "formula": "C41H34CrF5GeN4O2S2Te",
  "method": "the ωB97M-V functional and the def2-TZVPD basis",
  "homo_ev": [-0.60, -0.90],
  "total_charge": -2,
  "spin_multiplicity": 4,
  "s2": 3.816,
  "e_lumo_ev": [4.03, 4.03],
  "total_energy_ev": -180610.795,
  "symbols": ["H", "H", "C", "Ge", "C", "H", "C", "O", "C", "F", "S", "C", "C", "N", "C", "C", "H", "C", "H", "C", "H", "H", "F", "C", "C", "H", "C", "H", "C", "F", "C", "C", "C", "C", "C", "C", "H", "F", "H", "H", "C", "C", "H", "C", "H", "H", "H", "C", "S", "Te", "H", "C", "H", "C", "H", "C", "H", "C", "F", "N", "C", "C", "H", "C", "C", "O", "H", "H", "H", "Cr", "C", "C", "C", "C", "H", "H", "H", "H", "C", "C", "H", "C", "C", "N", "C", "H", "H", "H", "H", "N", "H"],
  "positions_angstrom": [[1.4958, -2.7878, 0.3395], [1.5973, 2.9934, -6.6492], [4.7331, -1.4934, -5.1484], [2.7490, 0.7470, -2.1309], [1.9548, -2.1669, 3.5433], [-1.4279, 5.3130, 5.8335], [1.6888, 3.1305, -5.5763], [-2.5401, 3.7771, 1.0724], [1.0304, -0.4072, 2.0777], [3.7539, -1.7268, 5.0135], [-1.1110, 3.7132, 1.2997], [2.8047, -2.8126, -4.6310], [3.1660, -0.7178, -3.4573], [-0.7185, 1.1075, -1.2776], [-4.4736, -3.3385, 3.4417], [-1.7879, 3.0980, -2.8800], [-2.2046, 3.8742, -3.5093], [-0.8690, 2.3615, -0.7899], [4.6577, 3.1888, -2.5960], [1.5155, 4.5288, -3.6336], [1.5045, -2.0420, -3.1260], [4.9430, 0.3281, -4.0425], [3.7385, 0.8782, 4.2332], [1.9040, 3.4610, -2.8376], [2.2126, 2.2199, -3.3905], [5.6464, -1.3410, -5.7143], [6.4844, 0.8608, -0.1240], [-1.8831, 1.5480, -4.3882], [-1.4027, 3.3856, -1.5901], [1.9373, -3.4521, 3.9458], [-0.5648, 2.1491, 5.0306], [-0.6021, 2.2484, 3.6478], [-0.8890, 3.1038, 7.3347], [-1.1855, 4.5666, 3.8417], [4.5911, 1.3021, -1.5831], [1.8792, 0.4735, -0.4672], [-0.6072, -2.3424, 0.0191], [2.0045, 1.7223, 2.3816], [1.1089, 5.1983, -5.6368], [1.2756, 5.4833, -3.1784], [-3.2334, -3.1609, 3.9703], [-0.9068, 3.4579, 3.0568], [-0.2944, 1.2017, 5.4845], [2.4111, -1.8664, -3.6920], [7.9921, 2.3910, -0.0270], [-5.2447, -4.0403, 3.7203], [4.2747, -3.3690, -6.0982], [7.0467, 2.0862, -0.4622], [-4.7409, -2.2352, 2.1386], [-2.6161, 0.2009, 1.1850], [-0.9078, -0.1520, -2.8920], [1.9706, 0.4183, 2.7114], [2.4812, 1.1407, 0.1584], [-3.1734, -1.5126, 2.3016], [-1.3942, 5.5098, 3.3522], [2.8771, -1.3009, 4.0915], [0.0342, 3.4985, 7.7679], [-2.5049, -2.1252, 3.3260], [0.1818, -2.6265, 2.1250], [0.0389, -1.7059, -0.4294], [2.0869, 2.0705, -4.7716], [4.3354, -0.5564, -4.2060], [-0.4020, 1.3894, 3.0377], [5.1721, 2.5262, -1.9065], [5.2727, 0.4809, -0.6813], [-0.4131, 4.9499, 1.0080], [2.2025, -3.7016, -4.7858], [-2.8478, -3.7489, 4.7935], [-0.9726, 2.0560, 7.6216], [0.0551, 0.3144, 0.4036], [1.0690, -1.6992, 2.5910], [3.9672, -2.6310, -5.3661], [-1.1841, 4.4508, 5.2217], [-1.6113, 1.8090, -3.3750], [-1.7236, 3.6534, 7.7725], [-1.4961, 4.3773, -1.1767], [6.9837, 0.2124, 0.5873], [-1.5033, -1.8251, 3.6040], [-1.0634, 0.8637, -2.5418], [-0.8798, 3.2379, 5.8339], [-0.3112, -1.5527, -1.3681], [2.8680, 0.0195, 3.6766], [1.4105, 4.3669, -5.0088], [1.2919, -2.4101, -0.5780], [6.3850, 2.9192, -1.3524], [6.8098, 3.8857, -1.6029], [4.8195, -0.4630, -0.3958], [1.9690, 3.5871, -1.7597], [1.9511, -1.6208, -0.6700], [-0.4317, 2.4581, 0.5131], [2.3129, 1.1097, -5.2233]],
  "forces_ev_per_a": [[-0.05, -0.04, 0.06], [0.00, 0.00, 0.01], [0.08, -0.03, -0.09], [-0.02, 0.15, 0.34], [0.15, 0.01, 0.12], [0.01, 0.01, -0.01], [0.01, 0.01, -0.06], [0.03, -0.09, 0.09], [0.97, -0.25, 1.50], [0.12, -0.05, 0.16], [0.10, 0.13, 0.03], [-0.03, -0.08, -0.07], [-0.04, 0.15, 0.20], [-0.53, 1.09, -0.64], [-0.20, 0.13, -0.29], [0.15, -0.01, 0.24], [0.01, 0.03, 0.01], [0.05, 0.08, -0.19], [0.04, 0.02, 0.03], [-0.03, 0.07, -0.01], [0.02, -0.04, 0.06], [0.04, -0.03, -0.02], [0.08, 0.11, 0.02], [0.01, 0.04, 0.06], [-0.07, -0.24, 0.02], [-0.01, 0.01, 0.01], [0.03, 0.04, -0.05], [0.03, -0.02, 0.00], [-0.05, 0.05, -0.19], [-0.03, -0.13, 0.04], [-0.03, 0.07, 0.02], [0.02, 0.06, -0.04], [0.10, 0.05, -0.08], [0.03, 0.17, -0.04], [-0.15, 0.02, 0.03], [0.05, -0.04, -0.28], [-0.23, 0.11, 0.08], [0.22, 0.19, 0.04], [-0.02, 0.00, 0.02], [0.01, 0.00, 0.00], [-0.05, -0.11, 0.05], [0.10, -0.34, -0.26], [-0.07, -0.01, -0.01], [-0.05, 0.13, 0.01], [-0.02, 0.02, 0.01], [0.08, -0.03, 0.07], [0.00, 0.00, 0.01], [0.03, -0.01, 0.02], [0.26, -0.03, 0.14], [-0.72, -0.46, 0.21], [0.02, 0.01, -0.02], [-0.58, -0.16, -0.34], [0.11, -0.07, 0.10], [-0.09, 0.05, 0.05], [-0.05, 0.00, 0.08], [-0.19, 0.05, -0.21], [-0.02, -0.01, 0.02], [0.17, 0.13, -0.02], [0.12, -0.25, 0.05], [-0.12, 0.43, 0.20], [0.04, 0.01, 0.04], [-0.06, 0.00, 0.01], [-0.01, -0.20, -0.10], [-0.07, -0.04, -0.10], [-0.03, -0.07, 0.00], [0.19, 0.02, -0.01], [-0.01, 0.02, 0.01], [0.01, 0.01, 0.00], [-0.01, 0.01, 0.05], [0.96, -0.90, -0.78], [-0.38, 0.53, -0.45], [-0.03, 0.02, 0.05], [-0.02, 0.03, -0.07], [-0.01, -0.03, -0.16], [0.00, -0.01, 0.02], [-0.02, 0.03, -0.08], [0.00, -0.01, -0.01], [-0.10, -0.02, 0.06], [0.05, -0.31, 0.14], [0.01, -0.11, 0.04], [-0.12, -0.13, -0.06], [0.08, -0.14, 0.13], [-0.02, 0.02, -0.03], [0.11, -0.32, -0.30], [0.09, 0.04, 0.00], [0.00, -0.01, -0.03], [0.02, 0.02, 0.04], [-0.06, 0.01, 0.01], [0.17, 0.22, 0.16], [-0.52, 0.28, 0.18], [-0.03, 0.02, -0.03]]
}



3.
{
  "formula": "C7H10O2",
  "method": "the ωB97M-V functional and the def2-TZVPD basis",
  "homo_ev": -8.41,
  "e_lumo_ev": -0.54,
  "total_energy_ev": -11511.358,
  "symbols": ["C", "H", "O", "H", "C", "C", "C", "H", "H", "C", "O", "H", "C", "H", "H", "H", "H", "H", "C"],
  "positions_angstrom": [[1.1160, 0.2739, -0.7106], [2.2342, -1.0469, 0.5448], [-0.7068, 1.0402, -2.1240], [3.0745, 0.0237, -1.5616], [-0.2610, 0.8254, -0.9859], [0.2061, -0.9223, 1.1532], [-2.4446, -0.0260, 0.3364], [-2.4407, 0.6661, 1.1889], [0.4685, -0.8955, 3.2130], [-0.1791, -1.1460, 2.3828], [-1.1289, -0.3517, -0.0475], [1.7183, 0.2675, -2.7150], [2.1361, 0.5455, -1.7400], [-2.9537, 0.4261, -0.5182], [-1.1633, -1.5278, 2.6143], [-0.3125, 1.6819, -0.2423], [2.3049, 1.6245, -1.8050], [-2.9683, -0.9418, 0.6206], [1.3004, -0.5168, 0.3959]],
  "forces_ev_per_a": [[-0.21, -1.69, 0.63], [0.08, 0.16, 0.13], [0.06, -0.77, 0.47], [0.00, 0.07, 0.03], [0.62, 2.12, -0.11], [-2.20, 2.09, -0.53], [0.14, -0.07, 0.60], [-0.09, 0.00, -0.12], [0.31, -0.41, -0.13], [-0.62, -0.25, -0.10], [1.75, -1.64, 1.05], [0.01, -0.02, 0.16], [0.09, 0.24, -0.15], [0.17, -0.01, 0.00], [-0.11, 0.21, -0.01], [-0.59, -0.36, 0.03], [0.10, -0.02, -0.01], [-0.04, 0.07, -0.05], [0.54, 0.28, -1.90]]
}